{"formula": "C39H57BrMgN2O4PS5SbSi3", "method": "wB97M-V/def2-TZVPD", "species": ["Sb", "Br", "S", "S", "S", "S", "S", "P", "Si", "Si", "Si", "Mg", "O", "O", "O", "O", "N", "N", "C", "C", "C", "C", "C", "C", "C", "C", "C", "C", "C", "C", "C", "C", "C", "C", "C", "C", "C", "C", "C", "C", "C", "C", "C", "C", "C", "C", "C", "C", "C", "C", "C", "C", "C", "C", "C", "C", "C", "H", "H", "H", "H", "H", "H", "H", "H", "H", "H", "H", "H", "H", "H", "H", "H", "H", "H", "H", "H", "H", "H", "H", "H", "H", "H", "H", "H", "H", "H", "H", "H", "H", "H", "H", "H", "H", "H", "H", "H", "H", "H", "H", "H", "H", "H", "H", "H", "H", "H", "H", "H", "H", "H", "H", "H", "H"], "xyz": [[0.53114, 1.20925, 1.43293], [4.58249, -4.37178, -1.42538], [4.00457, 0.72083, -0.90689], [5.41828, 3.34676, -1.04083], [1.27068, 2.45772, -1.96437], [-2.42903, 0.31316, -0.98764], [3.09622, 4.83047, -1.96198], [-0.40289, -3.39867, 0.14111], [-0.86798, 0.08945, 3.33373], [-0.54384, 3.55483, 1.79816], [2.58647, 1.86075, 2.91956], [1.71843, -0.00443, -1.54305], [1.51096, -1.28526, -0.05797], [0.15883, -0.24727, -2.52582], [5.49226, 5.90570, -1.68397], [2.82044, -2.01848, -1.66429], [-3.56609, 1.51378, -3.07306], [-1.83153, 0.16409, -3.61911], [-2.42270, 3.36909, 1.52004], [4.81129, 4.90428, -1.58828], [2.47426, -1.98611, -0.47012], [-4.07800, 3.70982, -2.04324], [3.22039, -2.78264, 0.58340], [-3.31448, -5.35989, 2.32753], [-2.00550, -4.00590, 0.80432], [0.95922, -2.06008, -7.10675], [-2.69134, 2.68064, -5.10744], [0.11430, 4.87484, 0.59941], [4.50493, -4.11172, 2.67831], [-2.67587, -0.12163, 2.77257], [-4.34246, -3.51568, 1.19247], [4.16285, -3.78481, 0.32660], [3.56892, -3.12766, 2.95261], [-2.56027, 0.69800, -2.62198], [-0.84198, -3.28932, -1.64823], [4.11913, 0.74879, 2.76575], [-4.43681, -4.58656, 2.07166], [1.69727, -2.08902, -5.93255], [-0.30983, -1.49653, -7.10848], [-0.83135, -0.95240, -5.94634], [0.54932, -4.99210, 0.01345], [-4.44692, 2.23237, -2.17699], [2.83928, 3.10440, -1.64590], [-0.22911, -1.66866, 3.70675], [-1.05653, 0.83076, 5.09332], [-0.40647, 4.36637, 3.52840], [-3.13825, -3.22015, 0.57557], [1.17570, -1.54377, -4.76965], [3.19146, 3.57930, 2.36117], [-0.08899, -0.96062, -4.76831], [-0.60996, -0.32267, -3.50797], [2.93960, -2.47173, 1.91206], [-3.73207, 1.73993, -4.49884], [3.92163, 2.41788, -1.21754], [-2.10992, -5.06773, 1.70181], [4.80452, -4.44192, 1.36780], [2.30322, 2.01639, 4.80908], [3.10237, 2.59928, 5.27179], [-1.81586, -0.50756, -5.93084], [-4.66551, 4.17121, -1.24787], [4.30855, 0.53078, 1.71522], [4.15636, 3.84009, 2.80070], [-2.60529, 2.53048, 0.84440], [-2.73696, -0.16319, 1.68578], [0.99252, -5.25073, 0.97672], [1.14486, 5.13543, 0.84734], [0.70197, -1.64445, 4.27897], [-3.06858, -2.34986, -0.06605], [1.35502, 2.51413, 5.01568], [-3.02058, 3.79827, -1.79299], [-1.42070, 1.85831, 5.05705], [2.20121, -1.70468, 2.09853], [2.48178, 4.36802, 2.61476], [-1.70600, 2.22414, -5.03807], [-4.27140, 4.25079, -2.97201], [1.36207, -4.81929, -0.69479], [5.00559, 1.24817, 3.16475], [-0.04347, -2.19598, 2.76904], [-3.29585, 0.71516, 3.10024], [5.52995, -5.21142, 1.14224], [3.31204, 3.58099, 1.27528], [-1.33315, -4.19815, -2.00289], [1.37268, -2.47624, -8.01777], [-3.66943, 0.77498, -5.00682], [2.27422, 1.03692, 5.29105], [-4.37644, 1.75165, -1.20404], [-5.20511, -2.88836, 1.00173], [-0.95122, -2.25352, 4.28065], [2.68155, -2.53952, -5.91506], [-0.95516, 5.30996, 3.56029], [-2.92726, 2.87221, -6.15703], [-5.47673, 2.13400, -2.54188], [-0.06611, -5.82149, -0.34282], [5.00233, -4.63600, 3.48496], [1.74623, -1.56614, -3.84975], [-3.11573, -1.04309, 3.15987], [-1.23275, -5.66161, 1.93108], [3.32228, -2.88170, 3.97785], [0.12234, 4.48627, -0.41983], [-5.37747, -4.79725, 2.56641], [-2.87210, 4.26173, 1.08131], [-2.93837, 3.15521, 2.45867], [-3.37383, -6.18129, 3.03290], [-0.81568, 3.71037, 4.29725], [-0.47652, 5.79436, 0.61116], [0.08478, -3.12608, -2.20158], [-2.66524, 3.63061, -4.57439], [-1.48957, -2.42795, -1.80460], [4.00707, -0.20536, 3.28324], [-1.77309, 0.24659, 5.67517], [-0.10735, 0.83477, 5.62974], [-0.89252, -1.48458, -8.02208], [0.63184, 4.56957, 3.79310], [-4.73646, 2.14658, -4.64839]], "forces_ev_per_angstrom": [[-0.02, 0.49, 0.85], [0.10, -0.10, -0.02], [0.26, -0.25, -0.13], [-0.08, -0.09, -0.04], [-0.20, -0.07, -0.20], [0.08, -0.08, 0.36], [-0.05, -0.13, -0.01], [-0.39, -0.67, -0.13], [-0.56, -0.50, 0.73], [-0.48, 0.75, 0.13], [0.82, 0.41, 0.41], [0.66, 1.06, 0.05], [0.27, 0.03, 0.38], [-0.84, -0.54, -0.75], [0.01, 0.04, 0.02], [-0.05, 0.12, -0.26], [0.25, -0.07, -0.04], [0.01, -0.11, -0.35], [0.32, -0.28, -0.06], [-0.01, -0.03, 0.05], [0.22, -0.73, 0.31], [-0.06, -0.17, -0.06], [0.09, -0.11, -0.20], [-0.05, 0.00, 0.05], [0.11, 0.15, 0.12], [0.04, -0.03, 0.01], [-0.11, -0.06, 0.08], [0.09, -0.46, 0.03], [0.04, -0.04, 0.06], [0.29, 0.13, -0.26], [-0.01, 0.03, -0.02], [-0.27, 0.22, 0.10], [-0.02, -0.06, 0.11], [-0.35, -0.13, 0.15], [0.01, 0.14, 0.17], [-0.42, -0.14, -0.15], [-0.06, 0.00, 0.01], [0.01, -0.05, 0.00], [0.00, -0.04, -0.04], [0.00, 0.00, 0.02], [-0.08, 0.20, 0.21], [0.02, 0.12, 0.10], [0.39, 0.32, 0.12], [0.18, 0.26, -0.35], [0.30, 0.23, -0.37], [0.21, -0.43, -0.15], [-0.06, -0.07, 0.01], [-0.10, 0.09, 0.09], [-0.35, -0.26, -0.18], [0.18, -0.12, -0.06], [-0.19, 0.25, 0.08], [0.00, -0.09, -0.05], [0.20, 0.10, -0.19], [0.01, 0.49, -0.03], [0.06, -0.04, -0.05], [-0.03, 0.02, -0.10], [-0.37, -0.09, -0.37], [0.12, 0.02, -0.09], [-0.01, 0.03, 0.00], [-0.01, 0.04, 0.01], [0.04, -0.01, -0.09], [0.04, -0.14, 0.10], [-0.11, 0.01, -0.07], [-0.10, -0.03, -0.09], [0.04, -0.04, -0.02], [0.04, -0.01, -0.03], [0.08, 0.04, -0.03], [-0.01, 0.05, -0.07], [0.01, 0.05, 0.07], [0.02, 0.05, 0.03], [-0.04, 0.02, 0.04], [0.00, 0.02, -0.02], [-0.02, 0.01, 0.00], [0.02, 0.04, -0.03], [0.06, 0.05, 0.01], [0.04, -0.03, 0.02], [-0.08, 0.15, 0.10], [0.04, -0.09, 0.00], [0.03, 0.07, 0.01], [-0.01, -0.01, -0.01], [0.02, 0.03, -0.08], [0.03, -0.02, 0.02], [-0.01, -0.01, -0.01], [-0.09, 0.04, 0.00], [0.00, -0.05, -0.01], [-0.05, -0.03, -0.02], [0.00, 0.00, 0.01], [-0.15, 0.12, 0.03], [0.02, 0.02, -0.01], [-0.06, 0.04, -0.14], [0.03, 0.01, -0.03], [0.04, -0.04, 0.00], [-0.01, 0.01, -0.03], [0.02, 0.01, 0.02], [0.05, -0.07, -0.04], [0.09, -0.06, 0.11], [-0.01, -0.04, -0.01], [0.01, 0.04, 0.00], [0.03, -0.03, -0.04], [0.01, -0.05, 0.01], [0.08, 0.12, 0.00], [0.02, -0.03, 0.07], [0.02, -0.01, -0.02], [-0.03, 0.02, 0.04], [-0.14, -0.06, 0.19], [-0.02, 0.05, -0.04], [0.01, 0.04, -0.02], [0.00, 0.07, -0.07], [-0.05, -0.02, 0.08], [-0.06, -0.15, -0.11], [0.00, 0.01, 0.03], [-0.01, 0.03, 0.00], [0.02, 0.04, 0.03], [0.00, -0.02, 0.05]], "lowdin_charge": [0.9434, 0.7818, 0.5699, 0.9076, 0.4992, 0.6776, 0.9098, 0.9909, 0.3315, 0.3355, 0.3463, 0.2349, -0.2559, -0.1567, -0.1293, -0.1035, -0.1430, 0.0893, -0.2367, -1.0764, -0.7287, -0.0820, -0.1413, -0.1143, -0.3828, -0.1106, -0.0746, -0.2367, -0.0951, -0.2327, -0.0980, -0.5935, -0.0800, -0.7381, -0.2540, -0.2327, -0.1208, -0.0782, -0.1006, -0.0306, -0.2793, -0.2666, -1.1716, -0.2377, -0.2321, -0.2296, -0.1093, -0.0037, -0.2194, -0.1084, -0.4505, -0.0275, -0.2279, -1.1733, -0.1110, -0.1503, -0.2372, 0.0208, 0.0938, 0.0656, -0.0430, 0.0296, -0.0323, -0.0444, 0.0287, 0.0067, 0.0115, 0.0514, -0.0089, 0.0780, -0.0043, 0.0931, -0.0041, 0.0649, 0.0577, 0.0205, 0.0268, -0.0247, 0.0139, 0.0850, 0.0069, 0.0465, 0.0897, 0.0985, 0.0120, 0.0427, 0.0994, 0.0238, 0.1010, 0.0215, 0.0653, 0.1092, 0.0372, 0.0958, 0.0974, 0.0196, 0.0876, 0.1005, -0.0304, 0.0875, 0.0150, 0.0128, 0.0897, -0.0097, 0.0230, 0.0346, 0.0603, 0.0036, 0.0008, 0.0214, -0.0032, 0.0906, 0.0007, 0.1073], "spin_multiplicity": 1, "total_energy_ev": -221672.5610, "e_above_lowest_kcal_mol": 15.1, "e_homo_ev": -1.36, "charge": -2, "gap_ev": 5.3}